Below is a cluster of 7 separate species, C34H33Cl4F5 in total at a distorted geometry, with properties calculated with wB97M-V/def2-TZVPD.

Last columns: bonded neighbours and bond lengths (Å).
Positions of all 76 atoms, in Å:
1 F 2.20062 -0.92153 -1.39746  C2 1.303
2 C 1.92783 -2.15137 -1.73174  F1 1.303, C3 1.368, C7 1.388
3 C 1.47090 -2.43725 -2.98926  C2 1.368, C4 1.412, H8 1.086
4 C 1.20982 -3.77995 -3.34117  C3 1.412, C5 1.376, H9 1.096
5 C 1.44325 -4.81851 -2.46925  C4 1.376, C6 1.428, H10 1.083
6 C 1.84841 -4.49881 -1.13727  C5 1.428, C7 1.406, H11 1.095
7 C 2.07882 -3.15663 -0.78674  C2 1.388, C6 1.406, H12 1.077
8 H 1.19144 -1.67271 -3.70848  C3 1.086
9 H 0.79813 -4.02980 -4.32547  C4 1.096
10 H 1.18534 -5.81292 -2.81323  C5 1.083
11 H 1.88297 -5.29767 -0.38920  C6 1.095
12 H 2.37722 -2.85157 0.20231  C7 1.077
13 F 0.14196 -3.27248 5.55527  C14 1.350
14 C 0.26847 -2.75567 4.31419  F13 1.350, C15 1.408, C19 1.392
15 C 1.16162 -1.69584 4.06658  C14 1.408, C16 1.384, H20 1.075
16 C 1.11935 -1.07703 2.82889  C15 1.384, C17 1.373, H21 1.072
17 C 0.41936 -1.59209 1.76590  C16 1.373, C18 1.390, H22 1.090
18 C -0.31524 -2.74066 2.03456  C17 1.390, C19 1.374, H23 1.099
19 C -0.44848 -3.32997 3.26880  C14 1.392, C18 1.374, H24 1.089
20 H 1.73447 -1.26976 4.87057  C15 1.075
21 H 1.69117 -0.17638 2.72153  C16 1.072
22 H 0.46409 -1.06720 0.81178  C17 1.090
23 H -0.90522 -3.17601 1.21542  C18 1.099
24 H -1.08456 -4.20218 3.41541  C19 1.089
25 F -3.19326 -1.39750 3.58572  C26 1.352
26 C -2.53534 -0.28288 3.97782  F25 1.352, C27 1.406, C31 1.361
27 C -2.14818 -0.22184 5.32816  C26 1.406, C28 1.363, H32 1.082
28 C -1.45808 0.87978 5.73648  C27 1.363, C29 1.414, H33 1.046
29 C -1.17823 1.97424 4.88564  C28 1.414, C30 1.374, H34 1.086
30 C -1.64187 1.91334 3.59416  C29 1.374, C31 1.423, H35 1.075
31 C -2.35928 0.77289 3.13643  C26 1.361, C30 1.423, H36 1.087
32 H -2.35835 -1.07203 5.96333  C27 1.082
33 H -1.15722 0.91951 6.73721  C28 1.046
34 H -0.57076 2.81971 5.19417  C29 1.086
35 H -1.38726 2.69039 2.89700  C30 1.075
36 H -2.63882 0.77179 2.08602  C31 1.087
37 F -1.21834 3.93320 -4.18790  C38 1.364
38 C -0.68122 3.47372 -5.35421  F37 1.364, C39 1.378, C43 1.351
39 C 0.66326 3.17734 -5.30448  C38 1.378, C40 1.374, H44 1.071
40 C 1.19831 2.73120 -6.48836  C39 1.374, C41 1.388, H45 1.063
41 C 0.48182 2.59509 -7.66932  C40 1.388, C42 1.406, H46 1.112
42 C -0.90502 2.82553 -7.65408  C41 1.406, C43 1.414, H47 1.094
43 C -1.45678 3.32226 -6.45028  C38 1.351, C42 1.414, H48 1.084
44 H 1.23971 3.32801 -4.41421  C39 1.071
45 H 2.19262 2.35628 -6.51714  C40 1.063
46 H 1.00953 2.17764 -8.55459  C41 1.112
47 H -1.54264 2.67777 -8.53120  C42 1.094
48 H -2.51609 3.47584 -6.27688  C43 1.084
49 F 3.51654 3.48413 5.98574  C50 1.355
50 C 2.85519 3.75756 4.83506  F49 1.355, C51 1.367, C55 1.344
51 C 2.82982 5.06448 4.43440  C50 1.367, C52 1.403, H56 1.075
52 C 2.09574 5.38745 3.28371  C51 1.403, C53 1.405, H57 1.096
53 C 1.53071 4.35664 2.51491  C52 1.405, C54 1.390, H58 1.080
54 C 1.64717 3.05048 2.97437  C53 1.390, C55 1.373, H59 1.086
55 C 2.29495 2.74765 4.14682  C50 1.344, C54 1.373, H60 1.093
56 H 3.32072 5.79711 5.04835  C51 1.075
57 H 1.87502 6.42758 3.01787  C52 1.096
58 H 0.86902 4.58125 1.69206  C53 1.080
59 H 1.03250 2.30428 2.47920  C54 1.086
60 H 2.26739 1.74063 4.57130  C55 1.093
61 Cl -2.32659 -2.58721 -1.25160  C62 1.795
62 C -1.90453 -4.29387 -1.61436  Cl61 1.795, C63 1.549, H65 1.088, H66 1.073
63 C -2.73305 -4.96092 -2.74048  C62 1.549, Cl64 1.767, H67 1.107, H68 1.070
64 Cl -2.59728 -4.14986 -4.30396  C63 1.767
65 H -2.02324 -4.87723 -0.70389  C62 1.088
66 H -0.85713 -4.28514 -1.84789  C62 1.073
67 H -3.80439 -5.02496 -2.46857  C63 1.107
68 H -2.41989 -5.97317 -2.89014  C63 1.070
69 Cl -1.02281 0.31016 -3.81033  C70 1.830
70 C -0.45287 0.64404 -2.10412  Cl69 1.830, C71 1.466, H73 1.080, H74 1.092
71 C -1.31906 1.69938 -1.56942  C70 1.466, Cl72 1.831, H75 1.099, H76 1.090
72 Cl -0.67820 2.19138 0.07346  C71 1.831
73 H 0.57552 0.96309 -2.18550  C70 1.080
74 H -0.55831 -0.33169 -1.62436  C70 1.092
75 H -2.33941 1.29723 -1.49789  C71 1.099
76 H -1.37380 2.62218 -2.14621  C71 1.090

Properties
Lowest unoccupied orbital energy: 0.6 eV
SMILES: Fc1ccccc1.Fc1ccccc1.Fc1ccccc1.Fc1ccccc1.Fc1ccccc1.ClCCCl.ClCCCl
HOMO-LUMO gap: 9.683 eV

Results of the Löwdin charge analysis, in e, for atoms 1 through 5: 0.094, -0.340, -0.008, -0.103, -0.117